Entry 1:
Molecular formula: C4H8OS
Method: DFT, ωB97M-V/def2-TZVPD

Atoms and positions in Å:
C (-2.14, -0.08, 0.48)
C (0.62, -0.52, -0.29)
C (1.59, -1.59, -0.29)
C (1.13, 0.91, 0.07)
H (-3.08, -0.61, -0.06)
H (-2.51, 1.19, 0.57)
H (-1.68, -0.44, 1.52)
H (1.33, -2.30, -0.91)
H (2.46, -1.43, 0.33)
H (0.87, 0.82, 1.19)
H (2.10, 0.63, 0.20)
H (-0.25, 1.73, -1.02)
O (0.58, 2.04, -0.72)
S (-1.02, -0.35, -1.07)

LUMO level: 0.4 eV
Highest occupied orbital energy: -0.328 Eh
Charge: 0
HOMO-LUMO gap: 9.33 eV
Spin multiplicity: 1
SMILES: C=C(CO)SC

=====

Entry 2:
Molecular formula: C8H18O2
Method: DFT, ωB97M-V/def2-TZVPD

Atoms and positions in Å:
C (0.31, 0.30, -2.28)
C (-0.09, 0.91, 0.68)
C (0.82, -0.94, -2.03)
C (1.13, 1.54, -2.42)
C (1.39, 0.94, 1.01)
H (-0.76, 0.42, -2.43)
H (-0.67, 1.44, 1.44)
H (-0.35, 1.42, -0.26)
H (1.21, 1.78, -3.49)
H (0.43, -1.38, -0.55)
H (0.30, -1.80, -2.42)
H (1.90, -1.05, -1.99)
H (2.13, 1.40, -2.03)
H (0.66, 2.39, -1.94)
H (1.54, 0.98, 2.08)
H (1.88, 0.02, 0.68)
H (1.89, 1.78, 0.55)
C (-1.01, -0.83, 2.45)
C (-2.18, -0.70, 0.22)
C (-0.82, -0.68, 0.93)
O (0.21, -0.92, 3.13)
O (0.02, -1.65, 0.50)
H (0.77, -1.51, 2.61)
H (-1.60, -1.74, 2.61)
H (-1.56, 0.02, 2.86)
H (-2.71, -1.62, 0.46)
H (-2.79, 0.15, 0.52)
H (-2.05, -0.68, -0.86)

LUMO level: 0.5 eV
Highest occupied orbital energy: -0.332 Eh
Charge: 0
HOMO-LUMO gap: 9.53 eV
Spin multiplicity: 1
SMILES: CC[C@@](C)(O)CO.C=CC

=====

Entry 3:
Molecular formula: C2H7O2P2S
Method: DFT, ωB97M-V/def2-TZVPD

Atoms and positions in Å:
C (0.12, 0.75, -0.91)
C (-0.21, 0.88, 0.53)
O (0.62, -0.81, 2.80)
O (2.21, -0.38, 0.84)
P (-0.03, -2.15, -0.03)
P (0.86, -0.57, 1.31)
S (0.42, 2.44, 1.19)
H (0.25, 1.71, -1.32)
H (-0.71, 0.23, -1.39)
H (1.02, 0.09, -0.90)
H (-1.35, 0.78, 0.74)
H (-0.71, -2.56, 1.12)
H (1.02, -3.08, 0.21)
H (1.51, 1.78, 1.24)

LUMO level: 3.4 eV
Highest occupied orbital energy: -0.168 Eh
Charge: -1
HOMO-LUMO gap: 7.97 eV
Spin multiplicity: 1
SMILES: C[C@H](S)[P@](=O)([O-])P

=====

Entry 4:
Molecular formula: C4H13N3O
Method: DFT, ωB97M-V/def2-TZVPD

Atoms and positions in Å:
C (-1.53, 0.51, -1.14)
C (-1.91, 0.99, -2.33)
N (-2.98, 0.56, -3.08)
N (-0.46, 1.11, -0.38)
H (-2.15, -0.17, -0.57)
H (-1.34, 1.80, -2.77)
H (-2.90, 0.70, -4.07)
H (-3.41, -0.30, -2.80)
H (0.35, 0.27, -0.06)
H (-0.84, 1.55, 0.47)
H (0.04, 1.84, -0.91)
C (2.37, -0.97, 2.64)
O (2.20, -1.00, 3.95)
C (1.06, -0.73, 1.85)
N (1.27, -0.71, 0.36)
H (3.06, -0.14, 2.26)
H (2.81, -1.89, 2.16)
H (0.34, -1.51, 2.06)
H (0.64, 0.23, 2.17)
H (1.13, -1.64, -0.02)
H (2.25, -0.50, 0.20)

LUMO level (spin up / spin down): 3.3 / 3.3 eV
Highest occupied orbital energy (spin up / spin down): 0.004 / -0.115 Eh
Charge: -1
HOMO-LUMO gap (spin up / spin down): 3.22 / 6.42 eV
Spin multiplicity: 2